Record 1
Molecular formula: C48H52InN8SSi
Method: DFT, ωB97M-V/def2-TZVPD

Structure (XYZ):
```
111
Properties=species:S:1:pos:R:3:forces:R:3
C 2.981 -1.570 -0.963 -0.04 -0.03 -0.04
C 1.498 1.269 -3.571 0.02 -0.01 -0.01
H -3.260 0.370 4.086 0.00 0.00 0.00
H 2.381 0.825 -3.106 0.00 -0.01 -0.01
H -2.015 -3.470 0.878 0.05 0.01 0.00
H 3.096 4.759 2.532 0.00 -0.01 0.00
C 0.456 -0.907 -3.492 0.04 0.03 0.02
C 1.656 -1.522 -2.833 -0.10 0.07 0.01
C -2.602 1.761 2.552 0.03 -0.03 -0.03
N -2.236 0.741 -1.885 0.00 0.01 -0.01
N -2.168 -0.384 1.624 0.02 0.02 -0.02
H -4.143 1.888 4.036 0.00 0.00 0.00
H -5.940 -3.882 0.957 0.00 0.00 0.00
C -3.106 -2.817 2.539 -0.04 -0.02 -0.03
C 3.897 -2.405 -1.574 -0.01 -0.01 -0.01
C -4.511 0.149 -3.368 0.01 0.00 0.01
H 5.408 2.425 -0.318 0.00 0.01 0.00
C -3.485 -2.691 4.911 0.02 0.01 0.01
In 0.378 0.481 -0.527 -0.07 -0.11 -0.16
H -3.438 0.702 -0.221 0.01 0.00 -0.02
S 2.534 1.835 -0.323 0.03 -0.06 0.06
C -4.583 0.288 -1.991 0.00 -0.01 -0.02
C 0.740 -3.379 0.203 0.01 -0.02 -0.01
H 0.891 -6.229 -1.605 0.00 0.00 0.00
H 2.300 -2.639 -4.540 0.00 0.00 0.00
H -5.392 -0.093 -3.948 0.00 0.00 0.00
H 1.622 1.170 -4.659 -0.01 0.01 0.00
C 3.484 0.829 3.459 0.00 0.00 -0.04
C -5.211 -3.489 3.444 -0.01 0.00 0.01
C 0.527 4.450 -2.027 -0.01 -0.02 0.00
H -6.214 -3.873 3.301 0.00 0.00 0.00
H -3.190 0.261 -5.065 -0.01 0.00 0.00
C -1.045 -3.434 -1.426 0.01 -0.06 -0.03
H 4.783 -2.714 -1.038 0.00 0.00 0.00
H 6.406 3.976 3.506 0.00 0.00 0.00
C 5.696 3.153 3.608 -0.01 -0.01 0.00
C -1.360 3.717 1.880 -0.03 0.01 0.04
H -4.735 -2.782 0.272 0.00 0.01 -0.01
N 0.312 0.516 -3.132 -0.06 -0.05 0.04
C -0.870 1.578 0.828 -0.06 0.08 0.11
H 3.230 3.179 -4.362 0.00 0.00 0.00
H 2.550 -0.756 4.604 0.01 0.00 0.00
C 3.533 1.516 2.253 0.01 0.00 0.10
H 4.342 -3.486 -3.379 0.00 0.00 0.00
H -1.158 4.775 1.984 0.00 0.00 -0.01
N -0.757 -1.475 0.058 -0.11 0.00 0.01
H -2.902 -0.620 2.272 -0.01 0.01 0.03
H 0.157 3.408 0.414 0.01 0.00 -0.01
C -3.289 0.340 -3.990 0.01 -0.01 0.01
H -2.929 3.712 3.345 0.00 0.00 0.00
C 2.476 4.899 -3.313 -0.01 0.01 0.00
C 0.543 -5.264 -1.259 0.01 -0.01 -0.01
C -0.359 -2.774 -0.403 0.01 0.13 0.09
C 2.472 3.571 -3.696 -0.02 -0.01 0.01
H -0.273 4.762 -1.366 0.00 0.00 0.00
H -2.417 -1.817 -1.850 0.01 0.02 0.00
H -0.457 -1.422 -3.180 0.01 -0.02 0.02
H -3.129 -2.456 5.905 0.00 0.00 0.00
H 6.525 1.716 0.855 0.00 0.00 0.00
H 1.055 -1.388 2.712 -0.01 0.04 0.02
H 6.608 3.440 0.492 0.00 0.00 0.00
C 2.597 -0.227 3.663 -0.03 0.00 -0.03
C 3.774 4.545 1.703 0.00 0.00 0.00
C -2.649 -2.522 3.819 0.00 -0.02 0.01
H 2.056 -5.067 0.257 0.00 0.00 0.00
H -5.518 0.174 -1.460 0.00 0.00 0.00
H -5.427 -3.322 5.568 0.00 0.00 0.00
H 3.186 4.487 0.787 0.01 -0.01 0.00
C 5.924 2.599 0.626 -0.01 0.00 0.01
H -0.824 2.102 -3.885 0.01 0.02 0.05
H -1.635 -2.163 3.951 0.00 0.00 -0.01
C 1.196 -4.614 -0.219 -0.01 0.01 0.01
N 0.526 3.161 -2.373 -0.02 0.01 -0.02
C -2.349 3.120 2.647 0.01 0.01 0.00
H 1.240 -2.846 1.003 0.00 -0.04 -0.04
H -2.307 -3.044 -3.124 -0.01 0.00 0.00
C -4.396 -3.308 2.331 0.02 0.03 0.01
Si 4.728 2.968 2.015 0.02 0.03 0.00
C 1.478 5.353 -2.462 0.02 0.00 -0.01
C 2.639 1.078 1.255 0.11 0.09 -0.12
C 1.477 2.736 -3.198 0.00 -0.01 0.01
C -2.301 -2.881 -2.045 -0.01 0.01 -0.02
N 1.869 -1.152 -1.572 0.16 0.01 0.08
H -1.084 -5.192 -2.643 0.00 0.00 0.00
C -1.840 1.004 1.641 -0.02 -0.08 -0.02
C 2.515 -2.368 -3.515 -0.01 -0.01 -0.02
H -4.345 -4.481 0.518 0.01 0.00 0.01
N 1.794 0.050 1.442 0.02 0.03 -0.02
H 5.052 3.384 4.459 0.00 0.00 0.00
H 6.272 2.256 3.849 0.00 0.00 0.00
C 3.650 -2.827 -2.871 0.01 0.01 0.04
C 1.770 -0.575 2.621 -0.07 -0.07 0.07
C -4.881 -3.630 0.945 -0.02 0.00 -0.01
C -3.666 1.132 3.415 -0.02 0.00 0.00
H -4.457 0.659 2.821 0.00 0.00 0.00
H 1.436 6.385 -2.144 0.00 0.00 0.00
H 4.147 1.117 4.267 0.00 0.01 0.00
C -1.675 -1.478 1.000 0.10 0.05 -0.13
N -2.240 -2.650 1.418 -0.02 -0.06 0.08
C -0.873 1.017 -3.851 -0.02 0.00 0.02
C -0.564 -4.677 -1.844 0.00 0.01 -0.01
H -0.854 0.652 -4.886 0.02 0.02 -0.01
H 0.544 -1.019 -4.580 0.00 0.00 0.00
C -0.635 2.945 0.991 0.05 -0.05 -0.04
H 3.128 -1.226 0.049 0.02 0.03 0.02
H 4.468 5.384 1.614 -0.01 0.00 0.00
H 3.241 5.572 -3.676 0.00 0.00 0.00
C -4.769 -3.178 4.721 -0.01 0.00 -0.01
H -3.182 -3.388 -1.644 0.00 0.01 0.00
C -2.182 0.652 -3.209 0.00 -0.03 -0.04
C -3.421 0.580 -1.296 -0.01 0.00 0.04
```
Forces are in eV/Å.

M: 915.971 u
net charge: +1
LUMO energy: -1.89 eV
electronic energy: -86427.3589 eV
E_HOMO: -9.9 eV
orbital gap: 0.2948 hartree
ΔE to the lowest compared entry with this formula, charge and spin: 0.000 eV

Record 2
Molecular formula: C48H53I2N4O4S5SiTa
Method: DFT, ωB97M-V/def2-TZVPD

Structure (XYZ):
```
118
Properties=species:S:1:pos:R:3:forces:R:3
H -6.100 3.402 -0.250 0.01 -0.01 0.02
O -0.578 3.900 0.240 0.13 0.23 0.02
C 0.339 -2.144 2.991 -0.01 -0.03 -0.27
H -4.008 -2.549 -7.594 0.01 0.00 0.02
H -1.024 -4.450 5.047 0.00 0.03 -0.02
C -0.432 0.963 3.935 0.15 -0.08 0.00
H -2.363 -3.890 -3.136 -0.03 -0.04 0.01
H -2.921 1.668 4.273 0.00 0.03 -0.01
H -4.331 -3.632 1.701 0.00 -0.04 0.04
H -6.245 -5.310 2.333 0.02 0.00 0.01
H 4.654 -3.519 -2.036 -0.02 -0.03 -0.01
H -2.300 -2.968 1.259 -0.07 0.10 0.05
H -1.489 -3.030 -4.370 -0.03 0.01 0.03
C 2.433 -1.280 3.851 0.24 -0.01 0.29
C 3.495 0.560 2.723 0.15 0.33 -0.12
C 1.434 -1.253 2.884 0.15 -0.04 -0.24
C -3.954 3.482 -0.182 0.14 0.05 -0.03
H 3.368 -2.475 -0.182 -0.01 -0.04 0.00
C 2.431 0.498 1.798 -0.06 0.09 0.22
H -5.526 -6.875 4.314 0.02 0.02 -0.01
N -0.591 -2.108 2.009 -1.02 0.15 -0.12
O 0.793 -2.031 -0.274 1.29 -0.98 0.12
C 1.781 4.404 0.147 -0.02 0.02 0.01
H -4.546 4.274 -2.094 0.03 0.01 0.00
C 0.233 -3.005 4.077 0.07 -0.24 0.30
H 6.484 4.249 1.392 -0.02 0.01 0.06
C 0.090 6.106 0.844 -0.03 0.03 0.05
C -3.368 -1.454 -1.081 -0.27 0.46 0.30
H 2.073 3.694 -0.627 -0.01 -0.03 0.02
H -3.307 2.368 2.694 0.02 -0.03 0.01
C 2.341 -2.209 4.948 0.05 0.10 -0.09
C 0.829 -3.049 -2.358 -0.47 -0.06 -0.41
C 5.782 1.536 3.231 0.27 0.05 0.16
C -1.364 -3.643 -3.471 0.09 0.04 0.00
I 1.658 0.785 -1.390 1.21 0.10 -0.77
C 0.159 5.321 -1.539 0.02 0.00 -0.05
Si -1.330 2.535 0.350 -0.13 -0.54 -0.39
H 0.347 5.856 1.874 -0.02 0.00 -0.01
C 1.520 -2.658 -1.230 -0.34 0.38 0.37
C -1.209 1.861 3.007 -0.16 0.04 -0.03
C 2.922 -3.812 -3.279 -0.04 0.01 0.04
H -1.059 3.555 4.296 -0.01 0.00 -0.01
C -3.834 4.800 0.563 0.02 0.01 0.03
C -4.933 -6.103 3.849 -0.07 -0.03 0.00
C -4.933 -2.677 -3.834 -0.10 0.02 0.06
C -1.870 -3.780 3.197 -0.31 -0.13 -0.17
N 1.437 -0.375 1.854 -0.18 0.31 -0.43
C -2.699 1.625 3.206 -0.03 -0.03 -0.08
H 7.645 2.735 3.201 -0.03 0.00 0.00
S -3.353 -5.799 4.400 0.09 -0.17 0.15
H 1.845 3.922 1.125 -0.04 0.06 -0.03
H -5.309 1.821 -0.375 -0.01 0.03 -0.01
H -4.754 -4.676 -6.569 0.01 0.01 0.01
S -2.822 -0.703 0.395 -0.06 0.04 0.42
C 6.063 3.391 1.891 0.03 0.01 -0.07
C -0.910 -3.809 4.179 0.13 -0.06 0.24
C -1.628 -2.939 2.100 0.25 -0.06 -0.05
O -0.832 1.512 1.579 -0.12 -0.19 0.06
S 4.488 2.874 1.505 -0.03 0.12 -0.17
H 1.191 -3.711 5.898 0.00 0.00 -0.02
H 0.643 1.092 3.814 -0.03 0.01 0.03
H -5.349 -4.756 -4.180 0.01 0.01 -0.01
H -3.760 2.693 -2.180 0.00 0.01 0.01
H -0.824 -4.548 -3.732 0.01 0.03 0.00
H -4.878 -3.644 -1.895 0.02 -0.03 -0.04
N -1.253 -2.022 -1.635 -0.32 0.18 0.28
N -2.617 -2.037 -1.913 0.41 0.06 -0.33
H -0.690 1.227 4.961 0.00 0.00 0.00
S -5.101 -1.360 -1.314 0.15 -0.13 0.17
H -4.465 -0.585 -3.816 0.01 -0.01 -0.02
I 4.439 0.247 -1.453 -0.22 0.16 0.10
H -2.847 5.239 0.412 -0.05 0.01 -0.02
C 6.644 2.588 2.823 -0.11 -0.12 0.10
C -5.271 2.796 0.115 -0.05 -0.11 0.01
H 1.059 -3.928 -4.311 0.04 -0.03 0.02
Ta -0.379 -0.700 0.167 0.03 0.02 0.53
O -2.923 2.570 0.312 -0.12 0.27 0.31
H 3.137 -2.224 5.681 -0.01 0.02 -0.01
C -4.520 -1.487 -4.415 -0.01 0.00 -0.01
H -1.396 4.000 2.625 -0.02 -0.01 0.06
C -4.676 -3.781 -5.967 0.00 0.02 0.05
H -2.988 0.639 2.839 0.00 0.00 0.05
C 0.384 4.944 -0.087 -0.05 -0.03 -0.02
H 2.395 1.227 1.006 0.02 0.06 0.04
H 0.226 4.438 -2.179 0.00 0.02 0.01
C 1.557 -3.641 -3.396 0.10 -0.02 -0.14
H -4.582 5.506 0.200 0.00 -0.02 0.01
C -3.747 3.661 -1.675 0.02 -0.01 -0.07
C -4.233 -4.387 2.473 -0.30 -0.03 -0.09
H -3.995 4.655 1.633 0.00 0.00 -0.02
C 2.878 -2.822 -1.081 0.23 -0.27 0.13
H 3.479 -4.256 -4.093 0.00 0.02 0.01
C -5.357 -2.795 -2.382 -0.05 0.12 -0.24
H -6.436 -2.954 -2.320 0.00 -0.02 0.00
H -3.869 -0.504 -6.204 0.00 -0.01 0.00
H -5.395 2.648 1.189 -0.01 0.01 -0.02
C -0.833 3.311 3.257 0.02 0.02 -0.07
H 6.061 0.802 3.975 0.04 -0.01 -0.10
H 0.233 3.473 3.088 -0.01 0.00 0.00
H 4.249 -0.346 4.507 -0.01 -0.02 -0.03
C 3.477 -0.354 3.746 0.02 -0.17 0.30
C -5.012 -3.823 -4.620 0.05 -0.04 -0.05
C 3.582 -3.407 -2.120 -0.04 0.00 0.02
H 0.923 6.030 -1.860 -0.03 0.00 0.01
C -4.182 -1.442 -5.761 -0.01 -0.03 0.00
H 0.679 6.973 0.544 0.00 -0.02 0.02
H 2.498 5.227 0.132 0.00 -0.03 0.00
H -0.818 5.786 -1.674 0.01 -0.02 0.00
H -0.964 6.377 0.798 0.03 0.03 -0.01
S -0.875 1.200 -1.317 -0.80 0.02 -0.28
H -2.794 4.156 -1.882 -0.03 -0.02 0.00
C -3.118 -4.553 3.247 0.34 0.18 -0.04
C -4.258 -2.587 -6.541 0.00 0.00 0.04
C 1.280 -3.027 5.065 -0.15 -0.01 -0.07
H -0.706 -0.079 3.784 -0.02 0.03 0.05
C -0.617 -2.855 -2.435 0.16 0.03 -0.02
C 4.574 1.553 2.593 -0.29 -0.33 -0.05
C -5.281 -5.283 2.820 0.14 0.14 -0.09
```
Forces are in eV/Å.

M: 1373.153 u
net charge: +2
LUMO energy: -6.64 eV
electronic energy: -144589.9300 eV
E_HOMO: -12.6 eV
orbital gap: 0.2197 hartree
ΔE to the lowest compared entry with this formula, charge and spin: 0.000 eV

Record 3
Molecular formula: C48H54F6O6S3
Method: DFT, ωB97M-V/def2-TZVPD

Structure (XYZ):
```
117
Properties=species:S:1:pos:R:3:forces:R:3
O 30.115 37.355 8.751 -0.09 1.65 -1.06
H 30.982 47.570 12.890 2.73 -1.83 -4.36
O 29.790 38.153 6.394 -0.19 0.49 0.61
H 31.006 41.840 6.754 -0.65 -3.35 2.35
C 33.764 47.486 13.227 -1.39 -2.58 0.47
C 28.469 43.934 3.217 -0.84 -7.43 -0.90
C 31.672 48.812 3.636 -0.88 1.51 -0.97
C 24.152 48.855 7.599 0.90 0.93 -0.64
H 31.016 45.899 3.417 -0.13 -0.38 -0.95
H 23.116 50.743 7.646 -1.45 0.90 1.50
H 36.361 47.805 8.504 -2.07 -2.99 -1.06
C 36.090 44.390 7.887 0.32 -1.25 0.91
C 33.990 47.860 14.597 2.75 2.02 -1.78
C 30.217 44.822 4.939 -2.13 0.51 -1.64
C 30.030 45.409 3.522 2.64 3.15 0.43
H 32.515 46.388 10.196 -3.36 0.18 -1.50
C 25.003 49.709 5.107 1.15 -1.34 -0.55
H 32.010 44.058 9.625 -0.60 0.77 -0.19
C 26.749 39.891 10.630 -0.11 4.65 -4.04
S 29.579 49.479 12.936 2.67 -1.43 -5.49
H 29.273 44.895 1.669 -1.36 2.42 -4.77
C 30.063 48.719 5.929 2.33 -0.85 -0.25
C 32.270 48.391 4.794 -6.96 1.13 0.80
H 28.402 47.364 8.615 -1.12 0.48 -0.49
C 29.074 45.338 8.478 -1.72 0.14 0.04
C 34.779 49.076 14.791 -2.72 -2.91 -2.48
C 28.397 47.140 12.996 -1.72 -0.74 1.32
C 29.514 47.183 14.062 -0.36 -0.86 -2.07
H 29.536 48.680 6.881 -0.24 0.09 -0.53
H 29.934 40.015 9.269 0.22 0.27 3.82
C 26.560 41.438 8.218 -1.35 2.93 1.83
H 33.291 46.412 12.903 1.12 2.70 1.23
H 28.600 46.429 12.189 -0.10 0.10 0.21
C 26.800 41.341 10.706 0.08 -2.10 -4.06
C 30.452 48.122 13.498 1.87 3.32 5.43
H 29.177 40.232 7.860 -2.60 0.89 -1.14
H 28.096 45.025 8.300 -1.31 -1.06 -1.14
C 31.243 44.828 9.390 -0.94 -0.90 -0.71
F 37.993 45.609 8.488 -1.56 0.74 -0.01
C 35.789 46.729 8.185 3.55 3.33 0.61
H 23.693 51.340 5.311 -0.82 1.90 -0.61
C 30.096 40.078 8.282 1.27 -0.89 -3.96
F 28.244 49.690 4.712 1.18 -0.69 -0.25
H 26.278 39.558 7.331 -0.08 -0.43 -0.86
H 26.648 43.173 9.594 0.20 1.08 -0.19
H 33.851 47.164 15.392 -0.36 -0.24 0.44
O 29.380 42.281 5.044 -0.73 2.36 -0.05
C 34.718 49.593 12.380 -2.52 -4.22 0.27
C 24.061 50.506 5.787 2.04 -3.72 2.11
H 31.116 44.300 4.953 1.51 -1.08 0.43
F 23.635 48.577 8.830 0.78 -0.69 -0.41
H 26.737 39.373 11.477 0.32 -2.29 3.36
O 29.242 50.303 13.985 -1.32 2.89 3.82
H 31.994 39.797 5.760 0.13 0.90 1.80
C 25.138 48.069 6.924 0.18 1.22 -1.19
H 27.405 46.949 13.486 1.00 -0.76 -0.53
C 30.365 47.140 9.350 0.14 -8.02 -1.94
C 26.611 39.309 9.343 0.42 0.59 3.30
H 27.290 49.116 12.977 1.46 -1.22 -1.69
H 28.100 43.032 2.662 -0.54 0.36 1.42
C 34.490 46.622 7.718 1.24 -3.07 0.54
H 33.186 48.161 4.993 5.74 -1.37 0.05
C 31.182 40.900 7.607 2.89 4.40 -0.32
C 29.176 46.658 8.706 3.75 1.99 2.51
H 30.476 48.054 9.594 0.75 6.51 1.65
S 28.847 43.663 4.898 6.19 -5.16 -2.07
H 34.386 43.222 7.394 -0.41 -0.17 -0.21
H 25.430 49.940 4.133 -0.63 0.63 -0.04
C 33.940 45.363 7.450 0.07 -0.82 -0.75
H 29.429 46.370 3.645 -0.13 -1.52 -0.58
H 33.396 40.426 6.936 -3.42 -1.87 0.04
C 29.526 49.170 4.697 -0.65 0.43 3.16
O 30.310 50.007 11.791 -0.68 0.06 0.43
C 30.020 44.431 8.777 2.65 1.16 0.84
H 28.166 48.439 11.361 -0.52 0.77 -0.40
C 26.434 40.060 8.251 0.42 1.34 -2.37
F 29.769 43.200 8.413 -0.02 -1.55 0.15
H 25.670 47.230 7.393 -0.77 0.20 -0.10
H 27.800 44.610 3.322 -5.05 4.45 0.15
C 25.598 48.510 5.593 -3.18 0.95 3.78
H 31.683 41.711 8.446 -0.86 -2.93 -1.94
H 31.932 47.814 6.887 -1.32 1.31 -1.65
C 31.451 48.306 5.939 -1.36 -0.49 1.29
H 35.267 50.928 13.831 0.72 -0.37 0.13
H 33.869 47.395 7.530 -1.50 2.87 -0.05
H 35.055 49.392 15.755 0.27 0.42 0.96
C 28.173 48.558 12.430 -1.31 0.36 1.44
H 30.179 45.671 5.602 -0.25 -0.26 0.77
H 32.914 45.182 7.116 0.21 0.68 0.18
H 29.181 47.468 14.955 -1.97 1.62 3.58
H 26.287 42.142 7.358 0.79 -1.60 0.93
C 31.412 46.187 9.660 1.48 0.57 1.04
H 36.741 43.534 8.187 -0.67 0.46 -0.90
C 26.713 42.127 9.472 -0.07 -3.38 1.19
C 34.730 44.230 7.522 1.91 0.69 0.96
C 35.033 49.872 13.654 0.37 2.75 1.81
H 32.526 37.846 6.803 0.19 -1.42 -0.83
C 34.047 48.306 12.179 2.32 3.21 1.39
F 34.863 50.402 11.343 0.32 0.34 0.02
C 30.286 49.273 3.599 0.64 0.05 -3.22
C 32.083 38.562 7.422 1.58 0.49 2.91
H 30.173 46.408 14.356 -0.21 -2.14 -0.44
H 33.994 48.085 11.185 -0.81 -1.18 -2.51
C 29.530 44.396 2.462 6.51 -0.70 3.99
H 30.272 43.550 2.257 -0.69 1.40 0.10
S 30.351 38.372 7.713 0.63 -2.26 0.85
C 36.649 45.617 8.189 -1.04 -0.46 -0.24
C 23.715 50.097 7.116 1.48 -1.19 -3.51
H 26.719 38.270 9.230 -0.30 -1.29 0.08
F 27.049 41.929 11.859 -0.20 0.50 0.76
H 26.288 47.884 5.066 0.31 0.15 -0.29
C 32.213 39.890 6.901 1.97 5.03 -3.85
H 31.261 48.458 14.283 -1.60 -0.17 -1.37
H 32.347 48.957 2.793 -0.60 -0.06 -0.23
H 32.737 38.750 8.296 -0.93 -1.56 0.68
H 29.661 49.717 2.685 2.13 -1.06 1.72
O 27.765 44.061 5.624 -5.03 1.95 3.75
```
Forces are in eV/Å.

SMILES: O=S1(=O)CCCC1.O=S1(=O)CCCC1.O=S1(=O)CCCC1.Fc1ccccc1.Fc1ccccc1.Fc1ccccc1.Fc1ccccc1.Fc1ccccc1.Fc1ccccc1
M: 937.143 u
net charge: 0
LUMO energy: 0.19 eV
electronic energy: -111733.1548 eV
E_HOMO: -9.1 eV
orbital gap: 0.3400 hartree
ΔE to the lowest compared entry with this formula, charge and spin: 0.152 eV

Q: Among the records above, which one has the highest orbital gap?
A: C48H54F6O6S3

Q: Among the records above, which one has the highest LUMO energy?
A: C48H54F6O6S3

Q: The lowest M belongs to which entry?
A: C48H52InN8SSi